[1]
{"formula": "C9H20IN4ORuSbSe4", "method": "the ωB97M-V functional and the def2-TZVPD basis", "e_lumo_ev": [2.13, 1.12], "total_charge": -1, "s2": 8.774, "spin_multiplicity": 6, "elements": ["Ru", "N", "C", "C", "C", "C", "N", "H", "H", "H", "H", "H", "H", "H", "H", "H", "H", "H", "H", "N", "C", "N", "C", "C", "O", "C", "C", "H", "H", "H", "H", "H", "H", "H", "H", "Se", "Sb", "Se", "Se", "Se", "I"], "positions_angstrom": [[0.442559, -1.023066, -0.216461], [-1.000186, -0.026405, -1.817976], [-2.418024, -0.341315, -2.057610], [-3.281925, 0.004592, -0.854000], [-2.973998, -0.837740, 0.395342], [-2.330851, -0.068635, 1.538349], [-1.024170, 0.482867, 1.141494], [-0.902494, 0.979662, -1.691489], [-0.477023, -0.173084, -2.690966], [-2.486840, -1.408753, -2.277386], [-2.770250, 0.192582, -2.945191], [-4.329706, -0.109290, -1.137872], [-3.156020, 1.072986, -0.634009], [-2.299756, -1.658292, 0.126394], [-3.882612, -1.314091, 0.769385], [-2.148430, -0.749011, 2.369284], [-3.006283, 0.720021, 1.892227], [-0.462229, 0.702221, 1.955468], [-1.128029, 1.344413, 0.617632], [1.865197, 0.752201, 0.297889], [3.023533, 0.714835, 0.357662], [4.328500, 0.661079, 0.420445], [4.932383, 0.247129, 1.697711], [5.204717, -1.246886, 1.660824], [6.031965, -1.566315, 0.563411], [5.379359, -1.262652, -0.669527], [5.083952, 0.220128, -0.776273], [4.265595, 0.521127, 2.514241], [5.870541, 0.796010, 1.801636], [4.253783, -1.794290, 1.594739], [5.726307, -1.561701, 2.565324], [4.449677, -1.837985, -0.755048], [6.040862, -1.570091, -1.475543], [4.514287, 0.430992, -1.681067], [6.008011, 0.801049, -0.792274], [1.016700, 1.110023, -4.316587], [2.203613, -1.003524, -4.447582], [1.730224, -1.982908, -1.929663], [4.608899, -0.868519, -4.312259], [1.179838, -2.786305, -5.671076], [0.316266, -2.666236, 1.903755]], "forces_ev_per_angstrom": [[-0.277, 0.332, -0.091], [-0.056, -0.001, -0.185], [0.058, -0.014, 0.014], [0.020, 0.040, 0.020], [0.049, -0.041, -0.035], [0.029, 0.046, -0.002], [-0.028, 0.026, -0.013], [0.007, 0.006, -0.003], [0.006, 0.051, 0.069], [-0.007, -0.006, 0.029], [-0.031, 0.003, 0.015], [0.004, -0.033, -0.023], [-0.021, -0.004, 0.015], [-0.021, -0.012, 0.002], [-0.028, 0.054, 0.018], [-0.004, -0.023, -0.010], [-0.013, -0.016, -0.006], [0.021, -0.025, -0.004], [0.004, 0.018, 0.009], [-0.017, 0.230, 0.016], [-0.018, -0.256, -0.078], [0.012, 0.076, 0.059], [0.018, 0.025, -0.058], [-0.011, -0.042, 0.020], [-0.001, 0.021, 0.017], [0.032, -0.046, -0.035], [-0.005, 0.060, -0.012], [-0.012, -0.022, 0.002], [-0.001, -0.010, 0.022], [-0.007, 0.009, 0.008], [0.007, 0.006, -0.005], [0.011, 0.013, 0.006], [-0.013, 0.007, -0.008], [-0.010, 0.000, 0.000], [0.005, -0.023, -0.026], [0.016, -0.031, 0.021], [0.084, 0.206, -0.207], [0.282, -0.418, 0.068], [-0.068, 0.006, 0.037], [-0.043, 0.020, 0.039], [0.025, -0.232, 0.295]], "nbo_charge": [0.953, -0.891, -0.214, -0.412, -0.420, -0.219, -0.856, 0.376, 0.445, 0.201, 0.194, 0.215, 0.183, 0.216, 0.213, 0.221, 0.168, 0.392, 0.370, -0.540, 0.575, -0.461, -0.228, -0.088, -0.527, -0.100, -0.250, 0.216, 0.204, 0.185, 0.193, 0.197, 0.227, 0.276, 0.202, -0.824, 1.070, -0.380, -0.786, -0.719, -0.578]}



[2]
{"formula": "C9H20N2OP", "method": "the ωB97M-V functional and the def2-TZVPD basis", "de_lowest_ev": 0.0000, "e_lumo_ev": -3.35, "total_charge": 1, "spin_multiplicity": 1, "elements": ["C", "C", "C", "C", "C", "C", "C", "C", "C", "N", "N", "O", "P", "H", "H", "H", "H", "H", "H", "H", "H", "H", "H", "H", "H", "H", "H", "H", "H", "H", "H", "H", "H"], "positions_angstrom": [[-2.392060, 0.216744, 0.828238], [-5.275499, 1.466745, -0.608066], [2.061023, -1.675282, -0.388070], [1.624131, -1.583909, 2.111868], [3.647929, 1.241843, -0.690610], [1.455490, 2.376848, -0.212942], [-5.483436, 0.002070, -0.956351], [2.366327, -0.988188, 0.934771], [2.372262, 1.321020, 0.058215], [-1.332542, 0.656088, 0.795234], [1.926850, 0.382191, 0.810295], [-4.475755, -0.831223, -0.289681], [-3.955504, -0.539648, 1.150275], [-5.132659, 1.720075, 0.414981], [-4.438995, 1.912367, -1.249841], [-6.155867, 2.148974, -0.937412], [2.736825, -1.315076, -1.287682], [2.350602, -2.706573, -0.301238], [1.061574, -1.570930, -0.813638], [0.612709, -1.743771, 1.807794], [1.709953, -0.888632, 3.055956], [2.114209, -2.635922, 2.217213], [3.384202, 0.530976, -1.490374], [3.836636, 2.133362, -1.157747], [4.611713, 0.924591, -0.133408], [1.279718, 2.369296, -1.296193], [1.656828, 3.407847, 0.077602], [0.393181, 2.015965, 0.095195], [-5.446780, -0.155993, -2.019228], [-6.418831, -0.420554, -0.463571], [3.542661, -1.095084, 1.020309], [0.998760, 0.512563, 1.317460], [-3.294561, -1.675460, 0.988208]], "forces_ev_per_angstrom": [[1.039, 0.857, 0.046], [-0.584, 2.105, -3.135], [1.495, 0.400, -2.446], [2.202, -0.922, 1.184], [0.809, -2.675, 1.330], [-4.065, 0.651, -0.585], [-1.180, -0.215, 2.827], [2.490, -0.498, -0.631], [0.971, -0.685, 0.716], [0.579, 0.150, -0.057], [-1.138, 0.332, 1.182], [-1.189, 0.430, -3.559], [-1.097, 0.779, 1.772], [0.235, -0.144, 0.951], [-0.741, -0.737, 1.113], [1.083, -1.488, 0.500], [-1.076, -0.493, 1.987], [-0.236, -0.635, 0.043], [-0.241, -0.086, 0.665], [-0.899, 0.012, 0.133], [-0.119, -1.726, -1.686], [-1.049, 1.879, 0.559], [0.634, 0.023, 0.116], [0.445, 2.327, -1.029], [-1.904, 0.171, -0.732], [0.529, 0.275, -0.164], [0.314, -0.248, 0.134], [1.782, 1.119, 0.095], [0.066, -0.385, -0.204], [0.624, 0.867, -1.234], [-2.310, 0.675, 0.308], [1.230, 0.211, -1.260], [1.298, -2.323, 1.060]], "nbo_charge": [-0.012, -0.677, -0.628, -0.633, -0.694, -0.729, -0.066, -0.074, 0.494, -0.435, -0.456, -0.814, 0.967, 0.222, 0.221, 0.250, 0.212, 0.241, 0.231, 0.225, 0.237, 0.250, 0.266, 0.248, 0.271, 0.270, 0.280, 0.276, 0.213, 0.194, 0.231, 0.464, -0.044]}



[3]
{"formula": "C9H20N3O3", "method": "the ωB97M-V functional and the def2-TZVPD basis", "de_lowest_ev": 4.5773, "e_lumo_ev": -2.71, "total_charge": 1, "spin_multiplicity": 1, "elements": ["C", "C", "C", "C", "C", "C", "C", "C", "C", "N", "N", "N", "O", "O", "O", "H", "H", "H", "H", "H", "H", "H", "H", "H", "H", "H", "H", "H", "H", "H", "H", "H", "H", "H", "H"], "positions_angstrom": [[1.145481, 0.952202, -0.987900], [0.874313, -0.539361, -0.804330], [2.040680, 1.631757, -0.315998], [0.736103, -1.116473, 0.415030], [-2.379304, 0.475917, 0.747334], [0.620911, -1.264231, -2.162635], [0.571307, -2.624194, 0.561846], [-4.621194, 0.834402, -0.085484], [3.835953, 0.261504, 0.087771], [-1.241893, 1.097117, 1.085713], [0.760994, -0.523874, 1.656110], [-3.293589, 1.311051, 0.133972], [2.156236, 2.994615, -0.466753], [-2.518709, -0.815802, 0.848186], [2.933836, 1.194330, 0.613589], [0.534177, 1.479403, -1.779141], [0.038436, -0.779249, -2.859882], [0.214295, -2.310764, -2.075587], [1.627274, -1.261447, -2.743338], [-0.397331, -2.866023, 1.122591], [1.445744, -3.057758, 1.189477], [0.240951, -3.120236, -0.443381], [-5.327493, 1.739180, -0.092654], [-4.902360, 0.289520, -1.085873], [-5.021603, 0.258260, 0.689813], [3.992279, 0.573606, -0.928857], [3.516191, -0.793588, 0.014123], [4.988274, 0.231638, 0.563758], [-1.158135, 2.090483, 0.890190], [1.542276, 0.063652, 1.863519], [0.781256, -1.239534, 2.306809], [-3.050011, 2.285225, 0.245047], [-0.402582, 0.425286, 1.326698], [3.086998, 3.215968, -0.248176], [-3.369776, -1.092576, 0.718402]], "forces_ev_per_angstrom": [[-1.840, -1.912, -1.059], [-0.895, 1.116, -0.522], [0.740, 2.344, 0.544], [0.496, -2.326, -3.045], [1.187, 4.036, -1.459], [3.310, -1.739, 1.385], [-1.839, -1.120, -0.395], [-2.943, 2.021, -2.995], [3.973, -1.379, -0.321], [-1.016, -2.487, 0.134], [0.291, 1.785, -0.096], [0.996, -2.566, 1.116], [0.543, -0.556, 0.134], [3.779, 1.569, 0.931], [-0.408, -0.374, 0.846], [0.968, -0.557, 1.023], [-1.808, 1.633, -0.966], [0.709, 1.178, -0.119], [-1.369, -0.510, 1.071], [1.296, 0.559, -0.060], [-1.370, 0.324, -1.550], [1.706, 0.584, 1.947], [1.057, -1.218, -0.062], [1.293, 0.985, 1.617], [-0.266, -1.059, 1.481], [0.418, -0.105, -0.666], [-0.347, 0.535, 0.561], [-3.464, 0.549, -0.630], [0.184, -0.526, 0.057], [0.707, 0.780, -0.202], [-0.328, -1.397, 1.904], [-0.619, -0.085, -0.282], [-0.636, 1.133, 0.461], [-0.763, 0.010, -0.070], [-3.743, -1.226, -0.713]], "nbo_charge": [-0.397, -0.060, 0.584, 0.137, 0.807, -0.628, -0.673, -0.470, -0.276, -0.765, -0.830, -0.581, -0.680, -0.595, -0.546, 0.241, 0.220, 0.216, 0.226, 0.217, 0.235, 0.244, 0.254, 0.231, 0.204, 0.186, 0.190, 0.214, 0.416, 0.412, 0.393, 0.421, 0.449, 0.494, 0.510]}